A single C5H11NO4 molecule, computed with the ωB97M-V functional and the def2-TZVPD basis.

Output
- LUMO level: 0.3206 eV
- DFT total energy: -552.61645 hartree
- ΔE to the lowest compared entry with this formula, charge and spin: 164.68 kcal per mole
- Molar mass: 149.1 Da
- Structure (SMILES): COC(C)(C)COON=O
- 2S+1: 1

Element x y z (Å)
C: -1.032217 -2.079821 -0.370390
O: 0.168240 -1.619252 0.178568
C: 0.598177 -0.319569 -0.282526
C: 0.808926 -0.332275 -1.795347
C: 1.907182 -0.007743 0.447496
C: -0.434782 0.754171 0.095629
O: -0.682530 0.750015 1.460220
O: -1.776436 1.705596 1.746832
N: -1.280168 2.687154 2.489641
O: -2.043760 3.571895 2.730998
H: -1.286390 -3.018793 0.121230
H: -1.830415 -1.361432 -0.191809
H: -0.902364 -2.263783 -1.435935
H: 1.252552 0.601668 -2.134414
H: 1.462764 -1.152050 -2.080704
H: -0.138151 -0.456559 -2.314539
H: 2.300773 0.968179 0.166753
H: 1.725667 -0.016259 1.521944
H: 2.655334 -0.769214 0.228443
H: -0.080058 1.751870 -0.173151
H: -1.392344 0.606203 -0.408940

Cartesian forces, eV/Å:
C -0.049 -0.131 -0.057
O 0.845 0.711 0.301
C 0.169 -0.272 0.514
C -0.322 0.279 0.112
C -0.220 -0.445 0.183
C -0.714 0.891 -1.326
O -0.613 0.320 2.346
O -0.679 -1.381 -1.593
N 1.590 1.985 1.377
O 0.128 -1.745 -0.769
H 0.074 0.082 0.012
H -0.305 -0.103 -0.120
H -0.312 -0.089 -0.171
H 0.048 0.065 0.017
H 0.095 -0.080 0.117
H -0.058 0.027 -0.142
H -0.079 0.018 -0.081
H 0.064 0.027 0.003
H -0.032 -0.006 -0.079
H 0.270 -0.051 -0.338
H 0.101 -0.102 -0.304

A single C5H11NOS molecule, computed with the ωB97M-V functional and the def2-TZVPD basis.

Output
- LUMO level: -0.3034 eV
- DFT total energy: -725.18316 hartree
- ΔE to the lowest compared entry with this formula, charge and spin: 88.93 kcal per mole
- Molar mass: 133.2 Da
- 2S+1: 1

Element x y z (Å)
C: -0.294265 -1.638957 -0.652840
C: -0.297912 -0.127601 -0.699145
C: -0.884263 0.542164 1.683613
C: -1.293644 0.504596 0.162794
C: 0.770589 0.590514 -1.123007
N: 3.384001 1.015566 0.258821
O: 2.804212 -1.259976 -0.574557
S: 2.417296 -0.130331 0.236431
H: -0.662750 -1.955099 0.269438
H: 0.687864 -2.125938 -0.690528
H: -0.632432 -0.520330 1.882706
H: -1.703311 0.999067 2.247254
H: 0.028348 1.227861 1.759125
H: -2.249209 0.029492 0.256958
H: -1.517690 1.504007 -0.036456
H: 1.328563 0.207730 -1.998566
H: 0.845339 1.637370 -0.903175
H: 4.260632 1.136498 -0.345764
H: -0.928843 -2.009263 -1.414309

Cartesian forces, eV/Å:
C 1.186 0.820 -1.012
C 1.189 -0.440 0.588
C 1.737 0.345 -1.424
C -0.565 0.089 2.556
C -1.479 -0.341 -2.251
N 1.368 1.203 -0.479
O 0.042 -1.064 -0.450
S 2.073 -0.012 1.162
H -1.101 -0.410 1.618
H -0.116 0.519 -0.603
H -0.136 0.899 0.924
H 0.218 -0.550 0.133
H -1.068 -1.172 0.283
H -0.557 -0.832 -0.822
H -0.112 1.682 -1.077
H 0.125 0.183 0.988
H -0.206 0.483 -0.215
H -1.913 -0.706 0.917
H -0.685 -0.697 -0.837

A single C5H11NOS molecule, computed with the ωB97M-V functional and the def2-TZVPD basis.

Output
- LUMO level: 0.7514 eV
- DFT total energy: -725.30811 hartree
- ΔE to the lowest compared entry with this formula, charge and spin: 10.53 kcal per mole
- Molar mass: 133.2 Da
- Structure (SMILES): CC(=O)N[C@H](C)CS
- 2S+1: 1

Element x y z (Å)
C: -1.851415 -2.348502 0.158451
C: -0.921873 -1.357862 -0.503681
O: -0.780152 -1.288296 -1.705775
N: -0.299152 -0.504999 0.368180
C: 0.652954 0.498570 -0.119493
C: 2.024267 0.321636 0.503971
C: 0.082051 1.924334 0.135805
S: 0.556914 3.097362 -1.170302
H: -1.344133 -2.931357 0.930440
H: -2.234120 -3.034287 -0.584023
H: -2.698500 -1.840277 0.619867
H: -0.160938 -0.727802 1.339633
H: 0.719894 0.410160 -1.199602
H: 2.271188 -0.723224 0.735006
H: 2.167590 0.908755 1.402520
H: 2.795712 0.634939 -0.200829
H: -0.999804 1.831412 0.215867
H: 0.471094 2.328351 1.073879
H: -0.451576 2.801089 -1.999914

Cartesian forces, eV/Å:
C -0.005 -0.216 0.102
C -0.149 -0.142 0.508
O -0.086 0.094 -0.120
N 0.821 0.601 -0.325
C -0.511 0.454 0.153
C 0.744 -0.396 -0.345
C 0.256 -0.551 -0.075
S -0.135 0.128 0.181
H 0.032 0.109 0.020
H -0.018 -0.089 -0.203
H 0.073 0.096 0.023
H -0.498 -0.384 0.008
H -0.080 -0.420 0.002
H -0.288 0.158 -0.079
H -0.114 0.101 0.317
H -0.015 0.183 0.025
H 0.031 0.292 -0.081
H -0.123 0.023 -0.061
H 0.065 -0.041 -0.050

A single C5H11NOS molecule, computed with the ωB97M-V functional and the def2-TZVPD basis.

Output
- LUMO level: 0.8996 eV
- DFT total energy: -725.22347 hartree
- ΔE to the lowest compared entry with this formula, charge and spin: 63.64 kcal per mole
- Molar mass: 133.2 Da
- Structure (SMILES): O=CCNCCCS
- 2S+1: 1

Element x y z (Å)
O: 1.487236 4.223799 -0.120834
C: 0.784334 3.365574 -0.598243
C: 1.253278 1.912149 -0.506307
N: 0.165510 1.028009 -0.136199
C: 0.268671 -0.376047 -0.634769
C: -0.988576 -1.115700 -0.012422
C: -0.498650 -2.347386 0.782863
S: -1.958173 -3.391424 1.084333
H: -0.077219 3.686972 -1.171733
H: 1.771265 1.458462 -1.379960
H: 2.032081 1.837240 0.291707
H: -0.793295 1.335050 -0.183357
H: 0.354192 -0.461136 -1.741190
H: 1.144521 -0.752755 -0.087743
H: -1.546309 -0.493283 0.724703
H: -1.551815 -1.336309 -0.944958
H: 0.286120 -3.023117 0.462593
H: -0.046649 -2.030096 1.726097
H: -2.086520 -3.520002 2.445420

Cartesian forces, eV/Å:
O -0.444 0.094 0.096
C 2.475 -0.036 -0.053
C -0.265 -0.887 0.754
N -0.087 -1.324 -0.450
C -0.745 1.345 2.421
C 1.838 -0.282 -1.441
C -0.645 0.008 1.051
S -0.629 -0.576 0.635
H -0.843 -0.426 -0.219
H -0.394 0.995 -0.234
H -0.484 0.530 -0.447
H 0.195 0.588 -0.329
H -0.001 -0.073 0.643
H 0.142 -0.227 -0.797
H 0.338 -0.278 -0.929
H -0.441 -0.403 1.180
H -0.030 0.244 -1.265
H -0.477 0.368 0.135
H 0.494 0.341 -0.752

Please write out number 1 again, unchanged.
A single C5H11NO4 molecule, computed with the ωB97M-V functional and the def2-TZVPD basis.

Output
- LUMO level: 0.3206 eV
- DFT total energy: -552.61645 hartree
- ΔE to the lowest compared entry with this formula, charge and spin: 164.68 kcal per mole
- Molar mass: 149.1 Da
- Structure (SMILES): COC(C)(C)COON=O
- 2S+1: 1

Element x y z (Å)
C: -1.032217 -2.079821 -0.370390
O: 0.168240 -1.619252 0.178568
C: 0.598177 -0.319569 -0.282526
C: 0.808926 -0.332275 -1.795347
C: 1.907182 -0.007743 0.447496
C: -0.434782 0.754171 0.095629
O: -0.682530 0.750015 1.460220
O: -1.776436 1.705596 1.746832
N: -1.280168 2.687154 2.489641
O: -2.043760 3.571895 2.730998
H: -1.286390 -3.018793 0.121230
H: -1.830415 -1.361432 -0.191809
H: -0.902364 -2.263783 -1.435935
H: 1.252552 0.601668 -2.134414
H: 1.462764 -1.152050 -2.080704
H: -0.138151 -0.456559 -2.314539
H: 2.300773 0.968179 0.166753
H: 1.725667 -0.016259 1.521944
H: 2.655334 -0.769214 0.228443
H: -0.080058 1.751870 -0.173151
H: -1.392344 0.606203 -0.408940

Cartesian forces, eV/Å:
C -0.049 -0.131 -0.057
O 0.845 0.711 0.301
C 0.169 -0.272 0.514
C -0.322 0.279 0.112
C -0.220 -0.445 0.183
C -0.714 0.891 -1.326
O -0.613 0.320 2.346
O -0.679 -1.381 -1.593
N 1.590 1.985 1.377
O 0.128 -1.745 -0.769
H 0.074 0.082 0.012
H -0.305 -0.103 -0.120
H -0.312 -0.089 -0.171
H 0.048 0.065 0.017
H 0.095 -0.080 0.117
H -0.058 0.027 -0.142
H -0.079 0.018 -0.081
H 0.064 0.027 0.003
H -0.032 -0.006 -0.079
H 0.270 -0.051 -0.338
H 0.101 -0.102 -0.304

> ΔE to the lowest compared entry with this formula, charge and spin of number 4 (C5H11NOS)?

63.64 kcal per mole

> molar mass of number 3 (C5H11NOS)?

133.2 Da